Below is an isolated ion of composition C2H3IN and charge +1, with properties calculated with wB97M-V/def2-TZVPD.

Each line ends with the Mulliken charge.
Cartesian coordinates (Å):
N (0.010, 0.011, 0.249)  -0.21
C (-0.656, -0.284, 1.488)  0.19
C (-0.762, -0.377, 2.746)  -0.56
I (-1.294, -0.606, 4.669)  0.42
H (-0.613, 0.808, -0.088)  0.43
H (-0.224, -0.837, -0.261)  0.38
H (0.961, -0.019, 0.535)  0.36

Computed properties:
Gap between HOMO and LUMO ... 0.34255 Ha
Net charge ... +1
LUMO energy ... -0.167 Ha
Relative energy (zero: lowest compared OMol25 entry of this formula, charge and spin) ... 1.918 eV
Structure (SMILES) ... [NH3+]C#CI